DFT (the ωB97M-V functional and the def2-TZVPD basis) results for 3 unconnected molecules or ions with the total composition C26H47FN4O10P2.

Output
**Electronic energy**: -2772.76773 hartree
**SMILES string**: C[C@@H](F)Cc1nc2c(CCOC=O)cc([PH2]=O)cc2nc1P(=O)(O)O.COCCNCCOC.COCCNCCOC
**Kohn-Sham gap**: 7.127 eV
**HOMO**: -8.6 eV

Structure (ORCA input):
```
! wB97M-V def2-TZVPD RIJCOSX def2/J DEFGRID3
* xyz 0 1
C -6.64709 4.35011 -0.29045
C -6.52991 2.77587 -0.46519
F -5.15148 2.46330 -0.56948
C -7.22133 2.06190 0.79145
C -6.84049 2.85386 2.10547
N -5.50689 2.88670 2.39272
C -5.19488 3.62738 3.52631
C -3.72957 3.74521 3.88121
C -2.57512 3.06243 3.07804
C -2.65390 3.25107 1.51242
O -1.38018 3.60412 0.91408
C -1.38190 2.98552 -0.36899
O -1.98577 3.57950 -1.22600
C -3.33399 4.51429 5.07324
C -4.37312 5.19154 5.92801
P -3.87311 6.20821 7.43185
O -3.37353 5.24190 8.47738
C -5.77070 5.03923 5.56296
C -6.24370 4.26667 4.34816
N -7.61518 4.23204 4.13687
C -7.84699 3.52757 2.98637
P -9.66038 3.39180 2.48794
O -9.86951 4.23437 1.26379
O -10.11221 1.79857 2.23781
O -10.65111 4.01565 3.68912
H -6.55873 4.80272 -1.31391
H -7.60991 4.66045 0.20470
H -5.77238 4.71853 0.31186
H -7.10410 2.52801 -1.40769
H -6.87087 0.99647 0.83598
H -8.31973 2.07374 0.57336
H -2.48577 1.98485 3.40752
H -1.60456 3.54893 3.40835
H -3.50009 3.93685 1.20368
H -2.94027 2.23966 1.07829
H -0.88332 1.99243 -0.56017
H -2.25944 4.61103 5.38544
H -4.98758 7.00193 7.86198
H -2.78408 7.02411 6.97305
H -6.54221 5.51980 6.22573
H -9.42848 1.17995 2.56052
H -11.43131 3.41614 3.66239
C 1.11793 0.91096 0.89968
O 1.29174 0.19846 -0.31446
C 2.28930 0.77413 -1.16085
C 3.46160 -0.18587 -1.31589
N 4.21327 -0.29776 -0.06739
C 5.20550 -1.37392 -0.07684
C 4.67919 -2.81084 -0.14463
O 3.95985 -3.21311 1.01691
C 2.57439 -2.91193 0.98811
H 0.28634 0.45879 1.44224
H 2.01425 0.84332 1.52300
H 0.87915 1.95886 0.70253
H 2.62128 1.75281 -0.80010
H 1.82599 0.92262 -2.14110
H 4.12529 0.17955 -2.10520
H 3.05973 -1.15884 -1.62293
H 3.56450 -0.46648 0.69255
H 5.78265 -1.27319 0.84733
H 5.90461 -1.20819 -0.90285
H 5.54886 -3.46816 -0.19529
H 4.10217 -3.00660 -1.05370
H 2.16284 -2.93817 -0.02388
H 2.38600 -1.94004 1.45027
H 2.05682 -3.66240 1.58975
C 5.29226 -8.11365 -5.03204
O 6.63609 -7.66893 -4.94290
C 7.06641 -6.95821 -6.10375
C 7.36357 -5.50716 -5.74816
N 6.13157 -4.78243 -5.44103
C 6.36025 -3.45631 -4.86797
C 7.00164 -3.39571 -3.47723
O 6.17866 -3.91986 -2.44317
C 6.31582 -5.31759 -2.23089
H 5.07623 -8.71477 -4.14846
H 4.60122 -7.26541 -5.05019
H 5.14570 -8.73351 -5.92104
H 6.34249 -7.02735 -6.92172
H 7.99282 -7.43306 -6.44096
H 7.86570 -5.02408 -6.59161
H 8.04653 -5.50568 -4.89030
H 5.58622 -5.32658 -4.78262
H 5.38148 -2.97089 -4.80534
H 6.95990 -2.86374 -5.56652
H 7.14311 -2.33760 -3.23417
H 8.00001 -3.84548 -3.45209
H 7.32433 -5.67569 -2.44943
H 5.58038 -5.86625 -2.82277
H 6.09925 -5.51845 -1.17907
*
```

***

DFT (the ωB97M-V functional and the def2-TZVPD basis) results for a molecular structure, C26H47GdO2Si2.

Output
**Electronic energy**: -2513.93271 hartree
**Relative energy (zero: lowest compared OMol25 entry of this formula, charge and spin)**: 8.8 kcal per mole
**Kohn-Sham gap (alpha / beta)**: 8.334 / 6.593 eV
**<S²>**: 16.10
**HOMO (alpha / beta)**: -7.8 / -7.8 eV

Structure (ORCA input):
```
! wB97M-V def2-TZVPD RIJCOSX def2/J DEFGRID3
* xyz 0 8
O 4.57417 -1.72894 -0.95396
C 4.84641 -3.13036 -0.53787
C 6.35571 -3.03949 -0.73985
H 4.32140 -3.79110 -1.23457
H 4.52907 -3.36104 0.48673
C 6.03810 -1.60238 -1.22570
H 6.74203 -3.72048 -1.50032
H 6.96431 -3.06628 0.17156
C 6.28855 -1.38383 -2.71134
H 5.74577 -2.12811 -3.30969
H 7.36980 -1.44199 -2.94877
H 5.93782 -0.37603 -2.98686
C 6.68146 -0.44977 -0.46975
H 6.46384 -0.46257 0.60437
H 6.31186 0.50129 -0.88401
H 7.77997 -0.43390 -0.59618
Gd -0.61203 1.01695 -0.19958
C -0.77504 2.79139 1.54631
C -1.32548 1.63062 2.18623
C -0.26717 0.71916 2.45086
H -2.36995 1.46971 2.41910
C 0.94860 1.33100 2.02218
C 0.64435 2.60363 1.48791
H 1.37849 3.33330 1.17041
H -1.32203 3.65485 1.17810
H -0.36106 -0.24233 2.96366
H 1.94873 0.93712 2.18705
C -0.90738 2.56200 -2.20620
C 0.14282 3.13740 -1.42971
C 1.27325 2.25521 -1.48983
H 0.08751 4.10257 -0.93112
C 0.91909 1.13615 -2.30390
C -0.44097 1.30905 -2.72895
H -1.02365 0.61179 -3.32698
H -1.87494 3.02500 -2.39027
H 2.24264 2.42107 -1.02439
H 1.58187 0.33591 -2.60721
O 1.97238 -1.43184 -0.29510
C 2.82684 -0.91666 0.71886
C 2.64044 -1.67126 2.02810
H 2.81995 0.18084 0.82676
H 3.78704 -1.23473 0.24980
C 1.82385 -2.90459 1.56032
H 2.11504 -1.08977 2.80088
H 3.59506 -1.96841 2.46399
C 1.10531 -2.43804 0.29202
H 1.12241 -3.25118 2.34650
H 2.50792 -3.69487 1.25064
H 0.10218 -1.96654 0.52079
H 0.97998 -3.21031 -0.49628
C -4.47106 2.87949 1.56398
Si -4.53039 2.10866 -0.17028
C -6.30581 1.43784 -0.34078
C -4.28878 3.49779 -1.42586
C -3.23088 0.79119 -0.42033
Si -3.80075 -0.82373 0.28535
C -5.21846 -1.73242 -0.57412
C -2.45755 -2.13945 0.33424
C -4.29878 -0.70967 2.11189
H -5.16592 3.73431 1.55755
H -3.47369 3.25647 1.83076
H -4.79451 2.18243 2.35100
H -7.01242 2.27548 -0.44110
H -6.41268 0.80658 -1.23247
H -6.62360 0.84098 0.52641
H -3.40330 4.10443 -1.19168
H -4.16243 3.08642 -2.43892
H -5.16415 4.16253 -1.44194
H -3.03271 0.78172 -1.52289
H -4.98943 -1.92846 -1.62842
H -5.35554 -2.71164 -0.09380
H -6.18107 -1.21474 -0.53511
H -1.91488 -2.23267 1.28956
H -3.04005 -3.07092 0.20000
H -1.73059 -2.07754 -0.48832
H -3.41414 -0.57443 2.74767
H -5.04415 0.04077 2.40001
H -4.71859 -1.70065 2.34286
*
```